58
Properties=species:S:1:pos:R:3:forces:R:3:mulliken_charge:R:1 method="wB97M-V/def2-TZVPD" de_lowest_kj_mol=152.29 gap_ev=7.02 spin_multiplicity=1 lumo_ha=-0.0237 homo_energy_ev=-7.7
Sr 0.63365 -0.55588 0.72801 -1.4 0.9 0.1 1.187
C -1.65876 1.48554 3.06489 0.1 0.0 0.0 -0.178
C -2.62171 1.56503 1.89433 0.0 0.0 0.0 -0.928
S -1.94028 1.06582 0.27954 0.0 -0.1 0.1 0.088
C -3.16978 -0.12481 -0.31766 0.0 0.0 0.0 -1.010
C -3.49947 -1.31288 0.57584 0.0 0.0 0.0 -0.705
S -2.05072 -2.32033 0.99732 0.0 0.0 0.0 0.004
C -2.22477 -2.50428 2.79138 0.0 0.0 0.0 -0.740
C -2.27286 -1.22914 3.62209 0.0 0.0 0.0 -0.702
S -0.85742 -0.11300 3.41223 0.0 0.0 0.0 -0.047
H -2.16919 1.82796 3.96242 0.0 0.0 0.0 0.591
H -0.82732 2.17320 2.91544 0.0 0.0 0.0 -0.411
H -2.92825 2.61075 1.83959 0.0 0.0 0.0 0.527
H -3.51999 0.97397 2.07132 0.0 0.0 0.0 0.569
H -2.77161 -0.46792 -1.27486 0.0 0.0 0.0 0.389
H -4.08946 0.42090 -0.53504 0.0 0.0 0.0 0.418
H -4.21686 -1.95069 0.05846 0.0 0.0 0.0 0.517
H -3.97389 -0.98468 1.49819 0.0 0.0 0.0 0.342
H -1.36682 -3.11651 3.07676 0.0 0.0 0.0 0.382
H -3.11612 -3.09863 2.99985 0.0 0.0 0.0 0.405
H -2.32759 -1.50541 4.67541 0.0 0.0 0.0 0.520
H -3.16951 -0.65179 3.40390 0.0 0.0 0.0 0.343
N 4.64490 -2.40360 -0.69431 0.2 0.0 -0.1 -0.062
C 3.43677 -1.79561 -0.01403 -0.2 -0.1 -0.3 0.286
C 3.25673 -2.36632 1.39361 0.2 -0.2 0.0 -1.710
P 3.77429 0.01860 -0.01201 0.0 -0.2 0.2 0.577
O 5.16948 -0.06586 0.79652 0.1 0.1 0.0 -0.539
O 2.71310 0.68196 0.82220 0.2 -0.3 -0.1 -0.468
O 3.97738 0.39481 -1.43693 0.0 0.1 0.0 -0.847
P 2.00643 -2.32811 -1.21771 0.5 0.3 0.1 0.584
O 1.48236 -0.90081 -1.78620 0.2 -0.1 0.1 -0.392
O 2.71630 -3.17679 -2.19962 -0.1 -0.1 -0.1 -0.904
O 0.86809 -2.76058 -0.35013 0.2 0.0 0.1 -0.437
H 5.31707 -2.79548 -0.03788 0.0 0.0 0.0 0.332
H 5.10706 -1.67718 -1.25324 0.0 0.0 0.0 0.330
H 4.27361 -3.10647 -1.37381 -0.1 0.0 0.0 0.403
H 4.23128 -2.47314 1.87643 0.0 0.0 0.1 0.541
H 2.73755 -3.32397 1.38962 0.0 0.0 0.0 0.408
H 2.71451 -1.67426 2.04862 0.1 -0.1 -0.1 0.360
H 5.65390 0.76895 0.83015 0.0 0.0 0.0 0.419
H 2.20396 -0.32050 -2.10746 0.0 0.0 0.0 0.405
N 1.09519 2.43272 -1.17915 0.2 -0.1 0.0 -0.189
C 0.46183 3.29715 -0.25531 0.0 0.0 0.1 0.108
C -0.69284 3.99109 -0.60635 0.0 0.0 0.0 -0.450
C -1.39755 4.70328 0.35205 0.0 0.0 0.0 -0.670
C -0.96260 4.73532 1.67095 0.0 0.0 0.0 0.078
C 0.23427 4.11791 2.00159 0.0 0.1 0.0 -0.999
C 0.94356 3.39705 1.04917 0.0 0.0 0.0 -0.015
S -2.01858 5.40189 2.95994 0.0 0.0 0.1 1.325
O -1.11038 5.80068 4.01728 0.0 0.0 0.0 -0.729
O -2.83980 4.23567 3.31504 0.0 -0.1 -0.1 -0.664
O -2.77062 6.46341 2.32460 0.0 0.0 0.0 -0.712
H 2.04367 2.21435 -0.89950 0.0 0.1 -0.1 0.104
H 1.10416 2.79771 -2.12160 -0.1 0.0 0.0 0.275
H -1.06191 3.93414 -1.62462 0.0 0.0 0.0 0.341
H -2.30903 5.22843 0.09430 0.0 0.0 0.0 0.462
H 0.59488 4.20481 3.01999 0.0 0.0 0.0 0.515
H 1.87543 2.90862 1.31085 0.0 0.0 0.0 0.370

---

16
Properties=species:S:1:pos:R:3:forces:R:3:mulliken_charge:R:1 method="wB97M-V/def2-TZVPD" de_lowest_kj_mol=288.54 gap_ev=9.59 spin_multiplicity=1 lumo_ha=0.0263 homo_energy_ev=-8.9
C 1.14203 0.82927 -0.56710 -4.9 -1.1 2.5 -0.850
C 0.52191 0.54877 1.93432 -1.9 1.1 0.5 -0.574
C 0.04039 -0.50303 -0.05592 0.8 3.3 -0.1 -0.060
C -0.93725 -0.84417 -1.13844 -1.5 2.1 2.1 -1.371
N -0.56536 0.07406 1.09889 0.9 0.0 0.6 -0.399
O 3.09575 1.17544 1.31099 0.0 -0.1 -0.2 -0.614
S 1.73694 1.66043 0.96258 -1.0 -0.9 -0.4 0.359
H 1.88675 0.44807 -1.12429 2.7 -0.9 -2.1 0.488
H 0.32343 1.32785 -1.10118 0.9 0.8 -0.1 0.463
H 0.00390 1.11467 2.73348 0.9 -0.1 -0.1 0.403
H 1.13807 -0.25181 2.34364 0.0 0.0 -0.1 0.324
H 0.73619 -1.19228 0.31202 0.7 -1.8 0.0 0.409
H -1.55151 0.07902 -1.30144 0.2 -0.6 0.2 0.305
H -1.65045 -1.63796 -0.97035 0.3 -0.5 0.1 0.356
H -0.38893 -0.87817 -1.98281 1.5 -1.0 -3.2 0.431
H -1.22295 0.82103 0.86754 0.2 -0.3 0.1 0.332

---

199
Properties=species:S:1:pos:R:3:forces:R:3:mulliken_charge:R:1 method="wB97M-V/def2-TZVPD" total_charge=-1 de_lowest_kj_mol=0.00 gap_ev=8.35 spin_multiplicity=1 lumo_ha=0.0788 homo_energy_ev=-6.2
P 0.69161 -0.40594 0.32366 0.7 0.0 0.2 1.871
F 1.80648 -1.39294 -0.31613 -0.6 -0.1 -0.8 -0.433
F 0.84088 -1.28102 1.66490 -0.8 0.4 0.6 -0.346
F 1.91816 0.54012 0.84279 -0.5 0.3 0.1 -0.933
F -0.37661 0.66740 0.95619 0.5 -0.2 0.3 -0.631
F 0.60721 0.44066 -1.05153 0.2 -0.1 -0.3 -0.285
F -0.58228 -1.27784 -0.12432 0.5 -0.4 -0.3 -0.572
C -6.46959 5.61646 -4.61438 -0.4 0.7 0.2 -0.723
O -5.33996 6.32275 -4.13328 -0.2 -0.8 -0.6 -0.415
C -4.34780 5.40195 -3.71394 0.4 0.7 0.8 -0.234
C -3.04468 6.18236 -3.64026 0.2 -0.8 1.1 -0.700
N -2.01931 5.27578 -3.14054 0.7 0.0 -1.4 0.307
C -0.69452 5.85423 -2.98408 -0.4 0.2 0.5 -0.972
C 0.20532 4.85003 -2.31943 1.2 0.0 -0.1 -0.066
O -0.26230 4.49617 -1.04677 -0.3 0.8 0.3 -0.333
C 0.58584 3.59439 -0.40151 0.9 -0.8 0.1 -0.173
H -6.24497 5.05606 -5.52549 0.1 -0.3 0.2 0.302
H -7.25559 6.32483 -4.88673 0.2 0.2 0.1 0.285
H -6.87556 5.00861 -3.79843 0.0 -0.4 -0.3 0.288
H -4.19418 4.50765 -4.32953 -0.3 0.3 -0.5 0.362
H -4.61078 4.99596 -2.72275 0.0 0.2 0.0 0.209
H -3.11908 7.03583 -2.94648 -0.4 0.2 -0.3 0.349
H -2.80361 6.54365 -4.64042 0.2 0.0 0.0 0.273
H -2.26096 4.78877 -2.29002 -0.2 0.3 0.1 -0.442
H -0.76321 6.79893 -2.40477 0.2 -0.3 0.3 0.393
H -0.17645 6.17524 -3.89654 -0.6 -0.4 -0.4 0.409
H 1.21904 5.28885 -2.28113 -0.1 0.1 0.4 0.428
H 0.37189 3.92885 -2.90061 -0.5 0.1 -0.3 -0.051
H 0.65252 2.67234 -0.98160 -0.2 -0.2 0.2 -0.182
H 0.25483 3.39062 0.61340 -0.4 0.0 -0.1 0.114
H 1.63430 3.91394 -0.27257 -0.2 0.6 -0.3 0.408
C 0.18192 -1.91418 6.09699 -0.4 -0.1 -0.6 -0.681
O -0.22032 -0.57536 5.92120 0.6 0.2 0.4 -0.539
C -0.46794 -0.27279 4.55710 -0.6 -0.3 0.1 2.297
C -1.14206 1.09378 4.55172 0.9 -0.4 0.3 -0.376
N -1.74218 1.35976 3.28154 0.1 0.5 -1.2 0.942
C -2.14584 2.74614 3.06850 0.6 -0.7 0.7 -1.368
C -2.52385 2.96378 1.62161 0.5 0.3 0.8 1.125
O -2.74086 4.35503 1.45852 -0.2 -0.5 0.3 -0.535
C -3.39634 4.63327 0.26875 -0.1 1.3 -0.4 -0.259
H 0.54907 -2.08804 7.10401 0.1 0.3 0.1 0.314
H 0.94159 -2.16025 5.34973 0.2 -0.2 0.2 0.258
H -0.68132 -2.57719 5.94211 0.1 -0.1 -0.1 0.262
H -1.12737 -1.05081 4.14891 1.1 0.9 0.5 -1.140
H 0.42772 -0.27351 3.92218 0.3 0.1 0.3 -0.435
H -0.32066 1.77532 4.84445 -0.3 0.4 -0.2 -0.256
H -1.86614 1.12982 5.36913 -0.2 0.0 -0.1 0.228
H -1.12542 1.09579 2.49947 -0.3 0.1 0.9 -0.116
H -1.30746 3.40823 3.33799 -0.2 0.3 0.0 0.394
H -2.98361 2.91392 3.75070 -0.1 0.5 -0.1 0.285
H -3.40692 2.34670 1.42057 0.0 0.2 -0.4 0.266
H -1.66995 2.69594 0.99281 -0.3 -0.4 -0.2 -0.737
H -2.92677 4.17743 -0.60688 -0.1 -0.4 0.1 -0.081
H -3.29291 5.71210 0.12193 -0.1 0.0 -0.1 0.376
H -4.46787 4.41958 0.32292 -0.1 -0.3 -0.1 0.419
C 4.70048 -1.28563 6.02044 -0.1 1.1 0.3 -0.674
O 4.76368 -1.66314 4.67914 -0.1 -0.3 0.3 -0.448
C 4.18426 -0.65071 3.86680 1.3 0.0 0.3 0.765
C 4.36406 -0.99062 2.39452 -1.2 0.6 -0.5 1.194
N 5.53561 -1.83345 2.14347 -0.1 0.7 -2.2 -0.481
C 5.46400 -2.32494 0.72503 -0.2 -0.7 0.6 0.469
C 6.64735 -3.28645 0.45696 -0.5 0.8 -1.0 -0.935
O 7.15069 -3.85649 1.62234 0.5 0.0 0.2 -0.220
C 8.37866 -4.49757 1.37591 0.0 0.3 -0.4 -0.799
H 3.65630 -1.18470 6.33513 -0.1 -0.4 0.3 0.136
H 5.11052 -0.27036 6.20106 0.1 -0.1 -0.4 0.279
H 5.28033 -1.91715 6.69093 -0.2 -0.5 -0.3 0.311
H 4.76371 0.25822 4.09233 -0.2 0.2 -0.2 -0.006
H 3.15448 -0.43899 4.17647 -0.2 -0.3 -0.3 -0.931
H 4.39360 -0.02424 1.86117 0.4 0.0 0.2 -0.390
H 3.44712 -1.37531 1.93460 0.1 -0.8 0.5 -0.164
H 6.22519 -1.12454 1.86991 0.4 -0.1 1.6 0.193
H 5.47808 -1.44333 0.07084 0.3 -0.3 -0.3 -0.289
H 4.54776 -2.85330 0.44695 -0.2 0.1 0.7 0.407
H 7.42248 -2.73082 -0.09597 0.3 -0.1 0.3 0.338
H 6.31043 -4.06165 -0.24746 0.0 -0.1 0.1 0.420
H 8.23468 -5.32596 0.66745 0.2 -0.2 0.3 0.295
H 8.80571 -4.78669 2.33293 -0.2 -0.4 0.0 0.250
H 9.11300 -3.82456 0.89933 -0.2 0.1 0.0 0.317
C -0.47540 -4.88734 -2.47701 1.1 -0.1 0.4 -1.032
O -0.87551 -3.60803 -2.86236 -0.2 0.6 0.2 -0.173
C 0.17875 -2.87468 -3.48929 0.1 -1.1 -1.3 -1.361
C -0.06767 -1.38804 -3.49770 0.2 -0.6 0.1 2.082
N -1.02833 -1.05816 -4.57716 -0.5 1.3 1.4 -0.479
C -1.12719 0.41003 -4.70939 -0.3 0.3 -1.0 -1.638
C -1.78208 1.14936 -3.55115 0.4 -0.1 -0.3 0.948
O -3.13592 0.74354 -3.49274 -0.2 -0.2 -0.4 -0.404
C -3.85147 1.44454 -2.52116 -0.2 0.1 0.5 0.115
H 0.33529 -5.23410 -3.12876 -0.1 -0.3 -0.1 0.486
H -1.27642 -5.62197 -2.47611 -0.3 0.2 -0.2 0.220
H -0.05112 -4.84679 -1.46606 0.0 -0.1 0.1 0.330
H 0.18394 -3.27346 -4.52317 0.0 0.6 -0.1 0.472
H 1.19314 -3.15003 -3.16454 -0.3 0.2 0.9 0.544
H 0.89225 -0.88855 -3.63264 0.0 0.1 -0.4 -1.003
H -0.38261 -1.09419 -2.49359 -0.2 0.0 -0.1 -0.312
H -1.92385 -1.20999 -4.09574 0.0 -0.7 -0.7 0.527
H -1.76095 0.66654 -5.57123 -0.1 -0.4 0.0 0.467
H -0.17806 0.86075 -5.01185 0.2 -0.2 0.5 0.322
H -1.75391 2.21875 -3.80121 0.2 0.1 0.4 0.176
H -1.28791 0.91302 -2.60266 0.0 0.4 0.1 -0.171
H -3.70150 2.52857 -2.60648 0.1 0.0 0.0 -0.278
H -3.56541 1.12079 -1.51176 0.1 0.2 0.0 -0.193
H -4.91423 1.23024 -2.63317 0.0 0.0 -0.2 0.500
C -8.32454 -3.05990 -1.29482 0.3 -0.8 -1.3 -0.807
O -7.70437 -2.79466 -0.06724 -1.7 0.6 0.3 -0.121
C -8.45869 -1.77858 0.55802 0.4 1.4 1.3 -0.535
C -8.14175 -1.62711 2.06955 -0.5 -1.7 -1.0 -0.958
N -6.71508 -1.89389 2.42118 -1.6 2.6 0.6 -0.115
C -6.01753 -0.57892 2.24020 0.4 0.0 1.4 -1.290
C -4.63335 -0.57745 2.88098 0.6 -0.9 -0.2 0.511
O -3.89641 -1.76150 2.60104 -0.3 0.0 -0.6 -0.126
C -2.57640 -1.61912 3.01540 0.7 -0.5 -1.2 -0.166
H -8.15296 -4.09625 -1.59553 0.2 -0.1 0.3 0.249
H -7.92118 -2.46425 -2.12632 0.1 0.3 0.2 0.233
H -9.40934 -2.91615 -1.31941 0.0 0.1 0.4 0.381
H -9.55146 -1.89684 0.48297 0.2 -0.5 -0.1 0.493
H -8.31607 -0.76631 0.12444 0.5 -0.4 -0.5 0.269
H -8.77105 -2.37195 2.57623 0.4 -0.2 0.1 0.460
H -8.58801 -0.67410 2.39556 0.5 0.2 0.0 0.365
H -6.85022 -1.84190 3.43884 0.7 -0.9 -0.1 0.300
H -6.50738 0.19116 2.86711 -0.3 0.0 -0.3 0.697
H -6.03596 -0.16143 1.23810 0.2 -0.6 -0.4 0.280
H -4.67152 -0.57627 3.98247 -0.5 0.6 0.0 0.439
H -4.06191 0.29452 2.53161 -0.1 0.0 0.2 -0.720
H -2.37950 -1.75158 4.08840 -1.2 0.0 -0.1 0.609
H -2.13286 -0.68720 2.64099 -0.5 -0.1 0.5 -0.557
H -1.92859 -2.36525 2.53545 -0.4 -0.4 -0.1 0.099
C 7.78686 0.22250 -6.13383 0.0 -0.2 -0.6 -0.778
O 6.47987 -0.04133 -5.73811 -0.7 0.2 0.9 -0.237
C 5.50859 0.21177 -6.72724 0.1 -0.9 -0.8 -0.692
C 4.11350 0.23704 -6.14386 0.4 0.8 0.5 -0.501
N 4.06301 1.26291 -5.10848 -0.2 0.2 0.3 -0.340
C 2.95523 1.05974 -4.20707 -1.0 -0.9 0.5 -0.504
C 3.02592 1.81993 -2.90707 0.1 1.9 -0.5 0.499
O 4.26473 1.65005 -2.26413 0.4 -0.3 0.5 -0.551
C 4.20225 0.82600 -1.10700 0.3 -0.2 0.3 0.040
H 8.05100 -0.39358 -7.00467 0.1 0.0 0.0 0.305
H 8.43610 -0.05205 -5.30922 0.1 0.2 0.1 0.224
H 7.91042 1.27277 -6.41836 0.1 0.1 0.1 0.320
H 5.55220 -0.64175 -7.42578 0.0 0.3 -0.3 0.411
H 5.75061 1.13159 -7.27304 -0.1 0.1 0.1 0.402
H 3.82781 -0.76521 -5.78598 0.1 0.1 0.1 0.283
H 3.39525 0.51804 -6.92072 0.1 -0.2 -0.1 0.304
H 4.90763 1.28881 -4.54723 0.1 -0.3 -0.2 0.415
H 2.85024 -0.01013 -3.95246 0.0 -0.1 -0.1 0.176
H 1.99927 1.34676 -4.66159 0.1 0.0 -0.2 -0.001
H 2.16606 1.71479 -2.24665 0.0 -0.9 0.0 -0.495
H 2.93256 2.89328 -3.15866 0.4 -0.1 -0.1 0.214
H 3.86809 -0.19560 -1.31804 -0.3 0.2 -0.1 0.276
H 3.58324 1.27197 -0.32851 -0.3 -0.1 -0.2 -0.270
H 5.18806 0.71606 -0.64442 0.2 0.3 -0.5 0.093
C -5.33210 -1.33303 -1.19669 -0.2 0.8 -0.2 -0.118
O -4.89174 -2.42197 -0.44595 -0.2 -0.2 -1.0 0.195
C -3.51465 -2.58411 -0.72520 0.6 -0.6 1.5 -0.176
C -3.02698 -3.99000 -0.37417 -0.5 -0.3 0.5 -0.910
N -3.70428 -4.60080 0.85377 1.9 -0.6 -1.4 0.036
C -3.61870 -6.07541 0.67414 -1.5 0.2 1.0 -0.507
C -4.48458 -6.82505 1.72596 1.7 0.8 -0.6 -0.829
O -5.70234 -6.18315 1.93301 -0.4 -0.6 -0.4 -0.055
C -6.59812 -7.08672 2.51684 -0.2 -0.3 0.5 -0.872
H -6.38888 -1.09760 -1.07941 -0.1 -0.4 0.5 0.141
H -5.21026 -1.48816 -2.27795 0.3 0.0 0.0 0.409
H -4.79115 -0.42131 -0.90083 0.1 -0.1 -0.2 -0.432
H -2.95094 -1.92902 -0.04850 -0.1 0.4 -0.3 -0.382
H -3.23772 -2.36043 -1.75826 -0.1 0.1 -0.1 0.307
H -1.96236 -3.90352 -0.12622 0.0 0.1 -0.5 0.477
H -3.09893 -4.69707 -1.20126 -0.3 0.2 -0.2 0.323
H -2.88847 -4.49406 1.45609 -0.9 0.5 1.0 0.079
H -2.57977 -6.41352 0.78216 -0.1 -0.4 -0.3 0.311
H -4.07091 -6.42978 -0.25515 0.4 0.6 -0.4 0.417
H -3.92135 -6.87326 2.66718 -0.2 -0.4 0.1 0.332
H -4.59203 -7.80889 1.25135 -0.3 -0.3 0.6 0.382
H -6.76905 -8.00242 1.92971 0.1 0.2 -0.3 0.333
H -7.55275 -6.58518 2.65945 0.0 0.1 0.1 0.207
H -6.21679 -7.46272 3.47965 -0.1 0.3 0.1 0.330
C 8.58781 0.18233 0.97920 0.3 -0.4 0.8 -0.808
O 7.33504 0.67095 1.41434 0.5 0.0 -0.3 -0.039
C 7.44368 2.04131 1.72123 -1.2 0.8 -0.3 -0.814
C 6.10544 2.74575 1.55706 0.9 1.2 0.1 -0.764
N 5.13842 2.44043 2.57234 -0.1 -0.6 -1.0 0.211
C 3.91408 3.20913 2.39761 0.2 -1.0 0.6 -0.960
C 2.86920 2.72532 3.37582 -0.8 0.7 -0.4 0.669
O 3.29845 3.03514 4.68226 0.6 -0.3 0.1 -0.485
C 2.65689 2.25421 5.67073 -0.3 0.7 0.0 -0.278
H 9.37344 0.51933 1.66955 0.1 0.2 -0.3 0.352
H 8.81390 0.48072 -0.04740 0.0 0.1 0.0 0.316
H 8.62396 -0.90359 1.08358 -0.4 0.0 -0.3 0.144
H 8.07528 2.59639 1.01506 0.4 -0.5 0.1 0.469
H 7.81203 2.20506 2.74268 0.2 -0.2 0.0 0.341
H 5.77125 2.66974 0.51856 -0.5 -0.7 0.2 0.126
H 6.35769 3.83164 1.57600 0.1 0.0 0.2 0.421
H 5.56971 2.52848 3.48155 -0.3 0.2 0.2 0.274
H 3.49789 2.95432 1.41908 0.2 0.4 -0.2 0.049
H 4.12814 4.28148 2.50802 -0.4 0.1 -0.2 0.493
H 2.61174 1.66862 3.22371 0.6 -0.1 0.2 -0.596
H 1.91045 3.21861 3.11865 0.1 0.2 0.4 0.452
H 3.12957 2.38504 6.64378 0.4 0.1 -0.2 0.284
H 2.69061 1.19949 5.40295 -0.4 -0.1 0.1 -0.039
H 1.65063 2.67032 5.77378 -0.3 -0.6 0.1 0.261